Entry 1:
{
  "formula": "C25H27Cl2PRu",
  "method": "the ωB97M-V functional and the def2-TZVPD basis",
  "elements": ["Ru", "Cl", "Cl", "C", "H", "H", "C", "C", "H", "C", "H", "C", "H", "H", "C", "H", "H", "C", "H", "H", "H", "H", "C", "C", "C", "C", "C", "C", "P", "C", "C", "C", "C", "C", "C", "C", "C", "C", "C", "C", "C", "H", "H", "H", "H", "H", "H", "H", "H", "H", "H", "H", "H", "H", "H", "H"],
  "coordinates": [[1.059892, 1.151513, -0.877285], [1.101059, 3.223947, -1.947698], [1.666478, 2.412693, 1.010588], [2.692139, 0.303593, -0.802698], [3.109071, -0.486091, -1.468439], [3.399880, 0.559937, 0.011520], [-0.210628, 0.328230, -2.763161], [1.029139, -0.313633, -2.840580], [-1.008717, -0.121977, -2.162722], [2.029663, -0.008480, -3.911743], [1.172071, -1.249247, -2.298334], [1.838342, 1.391889, -4.508562], [3.056426, -0.118583, -3.545579], [1.911326, -0.740128, -4.728901], [0.383789, 1.640657, -4.900683], [2.146039, 2.149789, -3.776359], [2.495815, 1.533955, -5.376765], [-0.649791, 1.340901, -3.797371], [0.275115, 2.680984, -5.224687], [0.144840, 1.018974, -5.776466], [-0.928024, 2.284885, -3.311099], [-1.566150, 0.976586, -4.290119], [-2.347659, 3.046627, 3.312639], [-2.062491, 3.326431, 1.971675], [-1.391541, 2.390250, 1.184215], [-1.043513, 1.133655, 1.697770], [-1.378945, 0.831383, 3.018143], [-2.009818, 1.787722, 3.825239], [-0.213625, -0.110334, 0.605128], [1.116731, -1.017144, 1.466804], [1.757645, -2.044227, 0.757730], [2.908839, -2.638989, 1.275460], [3.366151, -2.266544, 2.545673], [2.657725, -1.326033, 3.294849], [1.547109, -0.677091, 2.743004], [-1.545097, -1.420834, 0.825132], [-1.403137, -2.590558, 1.597639], [-2.522301, -3.246932, 2.123319], [-3.806055, -2.817130, 1.781323], [-3.954965, -1.754640, 0.878326], [-2.835767, -1.091536, 0.367417], [-2.829205, 3.795060, 3.953420], [-2.336610, 4.290277, 1.541237], [-1.073738, 2.655161, 0.172529], [-1.135880, -0.159227, 3.408350], [-2.201594, 1.546015, 4.873511], [1.346087, -2.354221, -0.207706], [3.431665, -3.396116, 0.685415], [4.259730, -2.741646, 2.958463], [2.959039, -1.088520, 4.317181], [1.006979, 0.086101, 3.292223], [-0.415416, -3.003302, 1.802573], [-2.409849, -4.085957, 2.812457], [-4.692971, -3.290631, 2.209257], [-4.950600, -1.435096, 0.566445], [-2.944701, -0.292366, -0.369723]],
  "forces_ev_per_a": [[-0.56, 3.57, -0.55], [-0.52, 0.92, -0.38], [0.31, -0.54, 0.09], [4.02, -1.78, 0.01], [-0.74, 0.34, 0.69], [-0.60, -0.10, -0.45], [1.09, -1.26, -1.15], [-1.92, 0.02, -0.64], [0.41, 0.16, -0.04], [0.19, 0.49, -0.49], [-0.09, 0.31, 0.15], [0.25, 0.25, 0.24], [-0.19, -0.04, 0.03], [-0.07, -0.08, 0.32], [0.05, -0.16, -0.32], [-0.04, -0.38, -0.25], [-0.20, -0.20, 0.09], [-0.01, 0.53, 0.03], [-0.04, -0.15, 0.07], [0.07, 0.07, 0.14], [-0.01, -0.32, 0.02], [0.18, -0.13, 0.37], [0.08, -0.40, -0.15], [0.05, -0.08, 0.10], [0.01, -0.14, 0.03], [-0.04, 0.03, 0.30], [-0.21, 0.19, 0.05], [0.21, -0.03, 0.00], [-1.69, -1.94, 1.78], [0.07, 0.10, 0.45], [0.16, 0.20, 0.15], [-0.37, 0.03, 0.04], [-0.13, -0.09, 0.00], [-0.05, 0.03, -0.05], [0.33, -0.32, -0.08], [-0.51, -0.34, -0.43], [0.03, 0.22, 0.12], [-0.29, 0.13, -0.38], [0.12, 0.44, -0.08], [0.14, -0.14, -0.23], [0.15, -0.21, 0.43], [0.20, -0.35, -0.32], [0.13, -0.24, 0.13], [-0.28, 0.02, 0.25], [-0.20, 0.31, 0.03], [-0.04, 0.10, -0.35], [0.29, 0.09, 0.21], [-0.14, 0.23, 0.28], [-0.31, 0.18, -0.11], [0.03, -0.03, -0.36], [0.30, -0.03, 0.01], [-0.21, 0.36, 0.23], [0.12, 0.18, -0.32], [0.34, 0.11, -0.14], [0.26, -0.14, 0.07], [-0.14, -0.01, 0.41]],
  "lowdin_charge": [0.74, 0.01, 0.08, -0.33, 0.01, -0.01, -0.21, -0.21, 0.08, -0.20, 0.09, -0.24, 0.10, 0.13, -0.21, 0.02, 0.11, -0.23, 0.11, 0.11, 0.06, 0.12, -0.08, -0.07, -0.17, -0.42, -0.10, -0.07, 0.94, -0.43, -0.15, -0.08, -0.08, -0.07, -0.09, -0.32, -0.08, -0.08, -0.09, -0.08, -0.11, 0.11, 0.11, 0.05, 0.11, 0.10, 0.10, 0.11, 0.10, 0.11, 0.09, 0.10, 0.11, 0.10, 0.10, 0.10],
  "e_above_lowest_kcal_mol": 0.0,
  "gap_ev": [6.21, 6.38],
  "e_homo_ev": [-6.54, -8.47],
  "charge": 0,
  "e_lumo_ev": [-0.335, -2.091],
  "e_tot_ha": -2325.2955,
  "spin_multiplicity": 5
}

Entry 2:
{
  "formula": "C25H27CoIN5O5S",
  "method": "the ωB97M-V functional and the def2-TZVPD basis",
  "elements": ["Co", "C", "N", "C", "C", "O", "C", "O", "C", "C", "O", "N", "C", "C", "H", "H", "H", "H", "H", "H", "H", "H", "H", "H", "H", "H", "H", "H", "H", "H", "N", "C", "C", "C", "C", "C", "C", "N", "C", "C", "C", "S", "C", "N", "H", "H", "H", "H", "H", "H", "H", "I", "C", "C", "C", "C", "C", "C", "C", "O", "O", "H", "H", "H", "H"],
  "coordinates": [[0.638846, 0.131124, -0.885803], [5.624209, -0.776111, -0.630417], [4.841000, -0.474081, 0.562235], [5.478574, -0.740201, 1.843697], [3.553321, -0.125644, 0.436020], [2.976431, -0.047428, -0.650819], [2.768531, 0.188499, 1.703284], [1.505054, 0.702144, 1.363479], [1.361153, 2.121049, 1.405771], [1.139353, 2.729099, 0.028310], [1.322298, 2.075499, -1.017541], [0.765487, 4.000732, 0.018360], [0.521058, 4.756156, 1.241842], [0.451498, 4.664495, -1.241487], [6.624042, -0.359786, -0.523161], [5.144159, -0.321331, -1.491174], [5.707471, -1.855675, -0.779700], [6.547805, -0.568969, 1.746778], [5.324648, -1.777573, 2.151611], [5.102634, -0.085871, 2.625923], [3.316597, 0.889079, 2.335573], [2.604585, -0.734440, 2.265771], [2.238335, 2.583325, 1.867948], [0.486269, 2.331897, 2.021258], [1.424942, 4.838976, 1.847949], [-0.271106, 4.291761, 1.832434], [0.205042, 5.757315, 0.966400], [0.617483, 3.974521, -2.060105], [1.086658, 5.541000, -1.371537], [-0.593200, 4.977274, -1.235364], [-2.316144, -2.702246, -1.540146], [-3.251367, -1.684128, -1.531372], [-4.637348, -1.691804, -1.430208], [-5.263370, -0.465452, -1.509945], [-4.537761, 0.725158, -1.676468], [-3.161736, 0.731910, -1.747650], [-2.512111, -0.498516, -1.669045], [-1.168973, -0.814204, -1.739782], [-1.101326, -2.126612, -1.663546], [0.198518, -2.747386, -1.807815], [0.567413, -4.016435, -2.123685], [2.255298, -4.080641, -2.395170], [2.369127, -2.408174, -2.051340], [1.239795, -1.846974, -1.746023], [-2.519633, -3.682588, -1.445209], [-5.194692, -2.608831, -1.291377], [-6.342448, -0.417450, -1.451938], [-5.077021, 1.659394, -1.757694], [-2.589987, 1.643106, -1.853393], [-0.046410, -4.894541, -2.240547], [3.303230, -1.874488, -2.096173], [-4.712096, -4.468085, 1.794869], [-3.670887, -2.640709, 1.662331], [-2.302971, -2.661055, 1.437042], [-1.628923, -1.459879, 1.285590], [-2.309357, -0.250676, 1.390497], [-3.670073, -0.247005, 1.660510], [-4.360356, -1.445047, 1.781360], [-1.560862, 1.045602, 1.162707], [-1.729256, 2.006647, 1.905657], [-0.828354, 1.043100, 0.107700], [-1.776065, -3.605407, 1.383272], [-0.561539, -1.454706, 1.095180], [-4.189244, 0.697346, 1.759255], [-5.426217, -1.446068, 1.965015]],
  "forces_ev_per_a": [[0.04, 0.04, -0.09], [-0.11, -0.03, 0.01], [0.08, 0.10, -0.16], [-0.08, -0.10, 0.08], [0.01, 0.09, 0.02], [0.12, -0.13, 0.01], [-0.11, 0.03, -0.08], [0.07, -0.02, -0.12], [-0.12, -0.07, 0.08], [-0.10, 0.10, 0.14], [-0.07, -0.16, -0.19], [0.04, 0.00, -0.18], [-0.02, -0.09, 0.20], [0.00, -0.02, -0.02], [0.00, -0.01, 0.04], [0.01, -0.02, -0.03], [0.02, 0.01, -0.01], [0.00, 0.04, 0.00], [0.03, 0.01, 0.01], [0.02, 0.00, -0.02], [-0.01, -0.05, 0.05], [0.07, 0.02, 0.05], [0.03, -0.02, -0.02], [0.01, 0.03, -0.02], [-0.01, 0.03, -0.03], [-0.03, 0.02, -0.05], [0.03, 0.02, -0.01], [0.01, -0.01, -0.02], [-0.01, -0.01, 0.02], [0.01, 0.00, 0.01], [0.08, -0.15, -0.29], [0.08, 0.37, -0.14], [-0.04, -0.02, -0.07], [-0.02, -0.09, -0.04], [0.06, 0.08, -0.03], [0.05, -0.01, -0.01], [-0.35, -0.24, -0.04], [0.24, -0.10, -0.03], [-0.41, 0.26, -0.20], [0.28, -0.25, -0.09], [-0.03, -0.01, 0.03], [-0.07, 0.27, 0.05], [0.06, -0.42, -0.10], [-0.01, 0.12, 0.22], [0.06, -0.02, 0.05], [-0.01, 0.00, -0.03], [0.00, -0.01, 0.02], [0.00, 0.00, 0.05], [-0.05, 0.01, 0.01], [-0.04, 0.04, -0.01], [0.01, 0.04, 0.09], [0.15, 0.27, -0.06], [-0.11, -0.29, 0.09], [0.04, 0.00, 0.18], [-0.16, 0.04, 0.21], [0.28, 0.06, 0.13], [0.01, -0.05, 0.09], [-0.01, 0.05, 0.06], [-0.48, -0.20, -0.09], [0.08, -0.12, -0.09], [0.29, 0.52, 0.33], [0.03, 0.01, -0.01], [0.04, -0.04, 0.07], [0.01, 0.00, 0.01], [0.00, 0.01, -0.01]],
  "lowdin_charge": [0.93, -0.02, -0.13, -0.02, -0.39, -0.01, -0.09, -0.14, -0.08, -0.40, -0.03, -0.11, -0.01, 0.00, 0.10, 0.09, 0.10, 0.10, 0.11, 0.09, 0.13, 0.15, 0.14, 0.11, 0.10, 0.09, 0.10, 0.09, 0.10, 0.10, 0.20, -0.18, -0.02, -0.07, -0.06, 0.00, -0.21, 0.12, -0.27, -0.29, -0.31, 1.10, -0.41, -0.01, 0.17, 0.11, 0.11, 0.11, 0.12, 0.09, 0.07, 0.86, -0.73, -0.17, -0.04, -0.12, -0.01, -0.14, -0.57, 0.06, -0.13, 0.09, 0.11, 0.13, 0.10],
  "gap_ev": [8.07, 8.01],
  "e_homo_ev": [-10.70, -10.70],
  "charge": 1,
  "e_lumo_ev": [-2.631, -2.690],
  "e_tot_ha": -3697.3941,
  "spin_multiplicity": 4
}

Entry 3:
{
  "formula": "C25H27CoN4O6",
  "method": "the ωB97M-V functional and the def2-TZVPD basis",
  "elements": ["Co", "C", "C", "C", "C", "C", "C", "C", "C", "C", "C", "N", "C", "C", "C", "C", "C", "N", "H", "H", "H", "H", "H", "H", "H", "H", "H", "H", "H", "H", "H", "H", "H", "H", "H", "N", "C", "C", "C", "O", "O", "H", "H", "H", "H", "H", "H", "O", "C", "O", "C", "C", "C", "C", "C", "C", "N", "O", "O", "H", "H", "H", "H"],
  "coordinates": [[0.326231, -0.066707, -0.108688], [1.265646, 4.692725, 2.912771], [0.407139, 3.429752, 2.852986], [1.106190, 2.178263, 3.345475], [1.375341, 2.108025, 4.707790], [1.864798, 0.952829, 5.286600], [2.055790, -0.167536, 4.500250], [1.812320, -0.150656, 3.131789], [2.025038, -1.446355, 2.388691], [3.471440, -1.934232, 2.415795], [1.388007, 1.052996, 2.548583], [1.197722, 1.159548, 1.137598], [1.671949, 2.181895, 0.503880], [1.274973, 2.344787, -0.850461], [1.502726, 3.272740, -1.858227], [0.729892, 2.857610, -2.949011], [0.068841, 1.695109, -2.565482], [0.380805, 1.394354, -1.291604], [0.680193, 5.571648, 2.641181], [2.119825, 4.639577, 2.234569], [1.663443, 4.851886, 3.915455], [0.014688, 3.294385, 1.845659], [-0.469350, 3.571617, 3.489899], [1.153360, 2.969077, 5.327487], [2.062759, 0.914402, 6.349701], [2.388280, -1.091786, 4.957565], [1.740830, -1.360605, 1.346658], [1.355222, -2.192060, 2.824829], [4.131782, -1.209450, 1.938234], [3.567774, -2.880517, 1.880972], [3.827418, -2.090323, 3.434478], [2.330510, 2.887825, 0.999215], [2.133990, 4.144439, -1.797298], [0.640590, 3.344761, -3.905833], [-0.613787, 1.101804, -3.154098], [-0.600110, -1.193013, -1.400412], [-1.400252, -2.313573, -0.875219], [-2.481375, -1.805254, 0.064960], [-1.885986, -1.224613, 1.336640], [-2.213582, -1.608718, 2.432450], [-0.973305, -0.279703, 1.176353], [-1.192262, -0.603223, -1.976415], [0.164360, -1.559628, -2.000894], [-0.719599, -2.993840, -0.359278], [-1.838858, -2.866793, -1.708368], [-3.162964, -2.611367, 0.325885], [-3.057806, -1.019420, -0.433564], [1.743290, -1.883799, -2.483989], [2.468524, -1.317383, -1.662698], [2.075332, -0.596961, -0.672282], [3.962625, -1.459396, -1.766709], [4.486927, -2.397639, -2.647500], [5.857256, -2.563928, -2.753688], [6.674243, -1.771986, -1.967010], [6.181315, -0.824669, -1.087581], [4.808542, -0.674889, -0.991085], [8.138075, -1.946097, -2.069252], [8.836110, -1.281807, -1.329844], [8.554940, -2.730692, -2.896976], [3.808154, -2.987326, -3.247401], [6.295198, -3.284902, -3.426836], [6.863997, -0.229873, -0.500272], [4.381372, 0.051374, -0.313724]],
  "forces_ev_per_a": [[-0.32, -0.17, 0.00], [0.03, 0.02, -0.01], [0.00, 0.00, -0.05], [-0.08, -0.08, 0.05], [-0.02, -0.02, 0.01], [0.01, 0.03, 0.00], [-0.04, -0.01, 0.00], [0.06, 0.09, 0.05], [-0.09, 0.04, -0.09], [0.03, -0.05, 0.03], [-0.06, 0.03, 0.02], [0.42, -0.06, -0.10], [-0.02, -0.08, -0.12], [-0.09, -0.05, 0.12], [0.02, 0.00, 0.05], [-0.01, 0.04, -0.06], [-0.01, -0.04, 0.05], [0.12, 0.02, 0.00], [0.00, 0.00, -0.01], [0.00, -0.01, 0.00], [-0.01, -0.01, 0.01], [-0.01, -0.01, 0.02], [0.02, 0.02, 0.02], [0.00, 0.00, 0.00], [-0.01, 0.00, 0.00], [0.00, 0.00, -0.01], [-0.07, 0.06, -0.06], [0.06, -0.03, 0.06], [0.00, 0.02, 0.00], [0.00, 0.01, -0.01], [0.00, 0.01, 0.00], [-0.05, 0.04, 0.03], [0.01, 0.00, 0.00], [0.00, 0.00, 0.00], [0.03, -0.03, -0.01], [0.03, -0.14, -0.04], [-0.03, 0.06, 0.05], [0.04, 0.00, -0.02], [0.01, -0.01, -0.03], [-0.09, -0.02, -0.05], [0.13, 0.05, 0.04], [-0.04, 0.06, 0.06], [0.02, 0.12, -0.02], [-0.02, 0.01, 0.03], [-0.02, 0.01, 0.01], [0.00, 0.02, 0.08], [-0.02, -0.02, -0.02], [0.15, -0.03, -0.01], [-0.15, 0.02, -0.09], [0.03, 0.13, 0.00], [0.01, -0.03, 0.02], [0.02, 0.01, -0.05], [-0.02, 0.04, 0.03], [0.02, -0.03, 0.03], [-0.02, -0.04, -0.04], [0.00, 0.03, 0.03], [0.06, 0.10, -0.09], [-0.03, -0.06, -0.01], [-0.02, -0.01, 0.07], [0.00, 0.00, 0.01], [0.00, 0.00, 0.00], [0.01, 0.00, 0.00], [0.00, 0.00, -0.01]],
  "lowdin_charge": [0.71, -0.09, -0.20, -0.16, -0.04, -0.06, -0.04, -0.15, -0.19, -0.08, -0.13, 0.03, -0.03, -0.28, -0.03, -0.08, -0.12, -0.02, 0.08, 0.06, 0.07, 0.10, 0.12, 0.11, 0.11, 0.12, 0.06, 0.13, 0.07, 0.08, 0.07, 0.14, 0.11, 0.09, 0.10, 0.01, -0.19, -0.09, -0.59, 0.10, -0.09, 0.10, 0.06, 0.14, 0.13, 0.12, 0.13, 0.04, -0.51, -0.08, -0.11, 0.01, 0.02, -0.14, 0.02, 0.00, -0.35, 0.08, 0.08, 0.12, 0.12, 0.12, 0.12],
  "e_above_lowest_kcal_mol": 0.0,
  "gap_ev": [7.10, 7.06],
  "e_homo_ev": [-8.33, -8.33],
  "charge": 0,
  "e_lumo_ev": [-1.228, -1.272],
  "e_tot_ha": -3022.0632
}